Entry 1:
A molecular structure, C24H44BHfNP2 at a distorted geometry. Source: the OMol25 dataset; level of theory: ωB97M-V with the def2-TZVPD basis set.

Geometry (Å):
C: -0.339 1.147 0.817
C: 1.399 2.605 -0.569
H: -4.388 4.252 -2.169
H: -0.822 -1.772 2.694
P: -1.007 2.467 -2.933
C: -2.406 1.259 -2.575
H: -1.755 -0.266 2.859
H: -0.110 -0.372 3.544
C: -0.896 2.533 -4.766
H: -3.319 0.936 -4.558
H: -5.635 -0.050 0.255
H: -6.148 2.000 -1.432
C: -3.813 2.664 -3.415
H: 2.677 -1.952 1.367
H: 0.808 -2.868 -3.410
H: -4.895 -0.444 -3.895
H: 2.269 2.955 0.025
H: -2.578 4.013 -1.657
H: 1.141 -2.507 2.075
H: -5.528 3.312 -0.491
C: -4.224 1.559 -0.397
H: -5.087 -1.427 -1.936
N: -1.193 -1.184 -1.216
C: 0.856 1.339 -0.038
H: -4.195 1.977 0.644
H: 3.192 0.838 -1.295
H: -1.324 4.935 -2.569
P: -3.837 -1.202 0.801
H: -5.168 -2.847 -0.577
H: -0.545 1.529 -5.056
H: -0.302 2.446 2.536
H: -1.938 2.066 1.954
C: -5.206 2.517 -1.192
C: -4.754 0.110 -0.422
Hf: -2.329 0.420 -0.496
C: -4.729 3.255 -2.478
H: 1.746 2.469 -1.608
H: -6.301 -0.225 -1.726
H: -4.468 0.390 2.616
H: -0.921 4.052 -1.099
C: -0.327 -1.848 -1.691
C: -3.610 1.231 -3.515
H: -0.910 3.217 1.060
C: -1.537 4.016 -2.003
C: -4.864 0.364 -3.150
H: 2.797 -0.870 -1.538
B: 0.773 -2.769 -2.189
H: -2.952 1.765 -1.657
H: -3.134 3.319 -3.962
H: -5.770 0.937 -3.404
H: 1.849 -2.333 -1.797
H: 0.513 -3.828 -1.620
H: -3.762 -1.134 3.134
C: -0.902 2.271 1.626
H: 3.659 -0.364 -0.076
H: -5.642 3.467 -3.081
H: 1.499 -2.820 0.356
H: -3.545 -3.346 -0.023
H: -5.474 -1.066 2.686
C: -0.745 -0.671 2.688
C: -0.141 -0.192 1.423
C: 0.990 -0.781 0.833
C: -5.214 -0.346 -1.809
H: -1.949 0.262 -2.503
C: 2.870 -0.074 -0.783
C: 1.587 0.154 -0.065
H: -1.805 2.766 -5.339
H: 0.656 3.406 -0.558
C: -4.479 -0.693 2.436
C: -4.460 -2.809 0.263
C: 1.602 -2.089 1.173
H: -4.894 -3.307 1.148
H: -0.096 3.244 -5.030

Summary:
charge	+2
E_LUMO (alpha / beta)	-8.745 / -8.745	eV
HOMO (alpha / beta)	-12.1688 / -12.1681	eV

=====

Entry 2:
A molecular structure, C24H44BNP2Yb at a distorted geometry. Source: the OMol25 dataset; level of theory: ωB97M-V with the def2-TZVPD basis set.

Geometry (Å):
H: 1.230 -4.709 -0.107
H: -2.196 -5.047 -2.536
C: -3.336 -1.755 1.047
C: 2.827 1.034 2.862
H: 1.141 -4.312 -1.874
N: 1.688 0.948 2.575
C: 1.637 -0.722 -3.115
H: 3.061 3.910 -0.324
C: 1.126 3.529 0.489
C: 1.269 2.567 -1.871
C: 0.628 -4.777 -1.025
H: -0.084 -0.570 2.865
C: -1.153 3.514 0.810
Yb: -0.297 1.278 1.808
C: 0.260 4.638 2.654
C: 0.601 -0.771 -0.242
H: -3.822 -0.940 1.598
H: -0.652 5.182 2.929
C: 2.323 -1.106 -2.032
H: 2.529 -1.723 0.010
C: -1.892 2.392 -1.399
C: -1.151 -2.397 -1.635
H: -1.433 -0.355 -0.869
H: 4.367 1.241 4.450
H: -2.268 1.389 -1.153
P: -1.547 -1.648 1.107
H: 4.735 2.183 2.742
H: -1.829 -4.019 1.524
H: -2.114 -6.106 -1.093
C: 1.748 -1.646 -0.775
C: 0.155 -0.788 -3.260
H: 0.800 -0.720 0.861
H: -3.271 3.789 0.661
C: 2.559 3.855 0.650
H: 0.578 2.448 -2.710
B: 4.290 1.170 3.244
H: -1.392 -2.223 -3.778
P: -0.970 -3.982 -0.731
H: -0.279 -0.053 -2.580
C: -1.070 -3.415 1.003
H: 0.735 0.294 -0.556
C: 0.528 2.913 -0.636
C: -2.254 -5.071 -1.435
C: -0.853 -1.253 -0.588
H: 0.498 3.978 3.502
H: 3.130 3.126 1.243
H: -3.274 -4.771 -1.157
H: -2.765 3.057 -1.424
H: 4.883 0.201 2.825
H: 3.414 -1.099 -2.078
H: -0.087 -3.582 1.479
H: 1.865 1.649 -1.775
H: 2.181 -0.327 -3.981
H: 0.489 -5.837 -1.279
H: -2.524 4.473 2.134
C: -2.495 3.636 1.427
H: -3.724 -1.781 0.023
H: 1.357 -2.659 -0.915
H: 0.111 -2.985 -3.352
H: -0.081 -0.409 -4.259
C: -0.555 -2.162 -3.051
C: 0.088 3.910 1.380
H: 1.099 5.339 2.561
H: -1.503 2.352 -2.426
H: -2.241 -2.346 -1.798
H: -2.801 2.731 1.989
C: -0.879 2.871 -0.427
H: -3.596 -2.698 1.546
H: 2.662 4.827 1.150
H: -1.187 -1.830 3.401
H: 1.968 3.374 -2.135
C: -1.121 -0.968 2.727
H: -1.863 -0.235 3.105

Summary:
charge	+1
2S+1	2
<S²>	0.75
E_LUMO (alpha / beta)	-3.051 / -3.033	eV
HOMO (alpha / beta)	-8.3120 / -9.0500	eV

=====

Entry 3:
A molecular structure, C24H44CaGeN4O5S2SbSe4 at a distorted geometry. Source: the OMol25 dataset; level of theory: ωB97M-V with the def2-TZVPD basis set.

Geometry (Å):
H: 0.120 -6.274 -2.404
N: -1.796 -4.820 -2.461
H: -2.635 -0.097 3.893
H: -1.769 2.327 -1.979
H: 1.971 -3.356 -3.971
H: -4.378 -0.998 -1.192
H: 1.773 -5.695 -2.126
C: -1.991 1.704 2.847
C: -3.015 -4.559 -1.726
C: -0.757 -3.877 -2.292
C: 3.433 6.704 2.719
C: -2.970 0.933 3.733
H: 2.161 -1.633 1.005
C: -2.053 -5.282 -3.817
C: -0.588 1.637 3.435
C: 5.377 5.322 2.296
H: 5.447 7.294 3.149
N: 0.443 -4.256 -2.855
H: -2.795 -4.333 -0.685
H: 1.045 -2.838 3.650
H: -3.453 3.196 2.327
O: -1.904 0.002 -0.720
H: -2.936 2.416 -0.646
H: 5.002 3.364 1.434
Ca: 0.187 0.654 -0.139
C: -2.431 3.152 2.715
H: -0.594 1.996 4.469
H: -0.281 -1.668 3.820
H: 0.098 2.270 2.863
C: 4.808 6.511 2.757
C: 1.498 -3.252 -2.992
H: -1.767 3.676 2.024
C: -2.880 0.503 -1.648
C: 4.584 4.292 1.804
Sb: 3.700 0.417 -2.709
H: -2.661 -1.144 -3.029
H: -0.242 -4.260 2.049
Se: 5.009 2.388 -3.202
C: 3.213 4.484 1.782
C: 0.903 -5.626 -2.788
C: -2.768 2.024 -1.651
H: 1.929 -3.368 1.222
H: -2.755 -4.616 -4.336
O: -1.998 1.173 1.507
C: -0.755 -3.361 1.694
H: -2.483 -6.286 -3.804
N: 0.913 4.028 1.446
H: -3.053 1.417 4.711
Se: 1.267 0.863 -2.583
H: -3.589 -3.721 -2.148
H: 6.453 5.199 2.322
O: 0.319 5.564 3.368
H: 1.210 -5.992 -3.775
H: 2.979 7.625 3.063
O: 0.428 6.483 1.086
H: -0.216 0.614 3.418
H: -3.211 0.376 -3.772
H: -1.511 0.165 -3.283
C: 2.668 5.672 2.208
H: 1.323 -1.122 3.288
C: 0.596 -1.936 3.222
C: -4.291 0.091 -1.249
H: -5.004 0.459 -1.991
H: 2.271 -3.361 -2.225
H: -1.066 -3.524 0.660
C: 0.202 -2.178 1.774
Se: 4.513 -1.129 -1.024
C: -2.546 -0.058 -3.019
S: 2.556 1.963 0.869
S: 0.919 5.538 2.054
H: 1.146 -2.528 -0.132
Ge: -2.267 -0.596 1.042
H: -2.388 3.667 3.679
Se: 3.907 -0.978 -4.810
H: -1.130 -5.306 -4.388
H: -3.494 2.466 -2.339
C: 2.132 3.512 1.363
H: -1.644 -3.205 2.312
N: -0.855 -2.759 -1.682
H: -1.813 -2.509 -1.467
C: 1.431 -2.441 0.919
H: 1.085 -2.250 -2.907
H: -3.649 -5.448 -1.758
H: -3.961 0.901 3.272
H: -4.568 0.504 -0.274
O: -0.389 -0.964 1.268

Summary:
charge	-2
2S+1	2
<S²>	0.76
E_LUMO (alpha / beta)	3.808 / 3.297	eV
HOMO (alpha / beta)	-2.0389 / -2.0128	eV